[1]
{"formula": "C42H82F24N9O18S8", "method": "ωB97M-V/def2-TZVPD", "lumo_ev": -2.66, "e_homo_ev": -9.44, "charge": 1, "symbols": ["C", "N", "C", "C", "C", "C", "O", "H", "H", "H", "H", "H", "H", "H", "H", "H", "H", "H", "H", "H", "H", "C", "N", "C", "C", "C", "C", "O", "H", "H", "H", "H", "H", "H", "H", "H", "H", "H", "H", "H", "H", "H", "C", "C", "C", "N", "C", "C", "C", "C", "C", "H", "H", "H", "H", "H", "H", "H", "H", "H", "H", "H", "H", "H", "H", "H", "H", "H", "H", "C", "C", "C", "N", "C", "C", "C", "C", "C", "H", "H", "H", "H", "H", "H", "H", "H", "H", "H", "H", "H", "H", "H", "H", "H", "H", "H", "C", "C", "C", "N", "C", "C", "C", "C", "C", "H", "H", "H", "H", "H", "H", "H", "H", "H", "H", "H", "H", "H", "H", "H", "H", "H", "H", "C", "F", "F", "F", "S", "O", "O", "N", "S", "O", "O", "C", "F", "F", "F", "C", "F", "F", "F", "S", "O", "O", "N", "S", "O", "O", "C", "F", "F", "F", "C", "F", "F", "F", "S", "O", "O", "N", "S", "O", "O", "C", "F", "F", "F", "C", "F", "F", "F", "S", "O", "O", "N", "S", "O", "O", "C", "F", "F", "F"], "coordinates": [[1.662, 1.724, -1.646], [1.109, 0.715, -0.559], [2.234, -0.301, -0.233], [0.849, 1.516, 0.792], [-0.154, -0.006, -1.172], [-1.021, -0.814, -0.251], [-0.397, -1.931, 0.224], [2.558, 2.169, -1.212], [0.898, 2.478, -1.838], [1.676, 1.010, -2.469], [1.752, -1.156, 0.241], [2.936, 0.027, 0.534], [2.625, -0.635, -1.194], [1.726, 1.923, 1.296], [0.235, 0.845, 1.392], [0.231, 2.381, 0.552], [0.213, -0.503, -2.070], [-0.756, 0.863, -1.438], [-1.957, -1.175, -0.677], [-1.482, -0.213, 0.533], [-0.704, -2.219, 1.087], [8.035, 3.901, -5.441], [6.499, 3.771, -5.627], [6.207, 2.951, -6.876], [5.885, 2.939, -4.504], [5.809, 5.137, -5.874], [5.717, 5.986, -4.646], [4.788, 5.494, -3.634], [8.705, 3.047, -5.543], [8.134, 4.255, -4.415], [8.368, 4.603, -6.205], [5.202, 2.532, -6.910], [6.992, 2.205, -7.003], [6.334, 3.629, -7.720], [4.796, 2.968, -4.529], [6.337, 3.326, -3.591], [6.295, 1.929, -4.534], [4.757, 5.077, -6.153], [6.370, 5.714, -6.610], [5.399, 7.003, -4.877], [6.730, 6.169, -4.287], [5.012, 5.958, -2.824], [-2.682, -7.103, -4.109], [-1.969, -7.102, -2.795], [-0.479, -7.760, -2.820], [0.247, -8.135, -1.438], [-0.515, -9.065, -0.510], [0.455, -6.787, -0.677], [1.603, -7.128, 0.312], [2.497, -8.011, -0.590], [1.725, -8.535, -1.679], [-3.586, -6.499, -4.035], [-2.925, -8.156, -4.255], [-2.022, -6.800, -4.922], [-2.581, -7.625, -2.060], [-1.959, -6.082, -2.412], [0.258, -7.245, -3.436], [-0.570, -8.734, -3.301], [-1.505, -8.724, -0.204], [0.010, -9.236, 0.430], [-0.566, -10.039, -0.997], [-0.473, -6.435, -0.226], [0.725, -6.022, -1.406], [1.280, -7.784, 1.120], [1.999, -6.222, 0.771], [3.044, -8.760, -0.018], [3.302, -7.370, -0.950], [1.803, -9.613, -1.817], [2.037, -7.995, -2.573], [5.420, -2.989, 8.111], [6.107, -1.596, 8.110], [6.177, -1.103, 6.654], [6.347, 0.449, 6.467], [7.413, 0.940, 7.514], [5.018, 1.175, 6.855], [4.527, 1.738, 5.473], [5.729, 1.832, 4.559], [6.766, 0.761, 4.986], [5.877, -3.860, 7.640], [4.422, -2.862, 7.693], [5.527, -3.458, 9.089], [7.072, -1.684, 8.610], [5.334, -0.993, 8.588], [5.304, -1.358, 6.052], [6.935, -1.710, 6.160], [7.039, 0.961, 8.538], [7.473, 2.014, 7.338], [8.267, 0.301, 7.288], [5.247, 2.135, 7.317], [4.262, 0.749, 7.515], [4.246, 2.789, 5.541], [3.757, 1.150, 4.975], [6.127, 2.829, 4.746], [5.518, 1.799, 3.490], [7.825, 1.001, 4.897], [6.462, -0.072, 4.352], [-6.513, 1.203, 2.815], [-7.970, 0.447, 2.795], [-8.833, 0.559, 1.474], [-10.280, -0.079, 1.662], [-10.129, -1.611, 1.715], [-10.995, 0.459, 2.888], [-12.432, 0.781, 2.422], [-12.529, 0.239, 0.942], [-11.132, 0.294, 0.479], [-6.050, 1.138, 1.831], [-5.857, 0.741, 3.553], [-6.535, 2.276, 3.007], [-8.512, 0.836, 3.657], [-7.785, -0.617, 2.938], [-8.392, 0.003, 0.647], [-8.951, 1.628, 1.300], [-11.046, -2.196, 1.643], [-9.587, -1.697, 2.657], [-9.503, -1.947, 0.888], [-11.108, -0.359, 3.599], [-10.465, 1.347, 3.233], [-13.280, 0.286, 2.897], [-12.628, 1.853, 2.380], [-12.881, -0.792, 0.912], [-13.143, 0.860, 0.291], [-10.953, -0.394, -0.348], [-10.932, 1.322, 0.174], [-1.538, 0.730, -6.644], [-2.148, -0.436, -6.704], [-2.300, 1.730, -6.991], [-1.189, 0.991, -5.354], [0.028, 0.781, -7.774], [-0.369, 1.593, -8.936], [1.089, 1.532, -7.073], [0.239, -0.916, -8.243], [1.531, -1.221, -7.517], [2.693, -0.846, -8.253], [1.474, -0.855, -6.087], [1.437, -3.152, -7.459], [2.663, -3.599, -7.221], [0.624, -3.632, -6.517], [1.022, -3.651, -8.595], [-0.466, -2.967, 5.284], [-1.581, -2.156, 5.320], [0.540, -2.650, 4.429], [-0.093, -2.947, 6.575], [-1.091, -4.808, 4.829], [0.029, -5.514, 4.353], [-1.687, -5.397, 6.029], [-2.081, -4.323, 3.470], [-3.389, -4.955, 3.834], [-3.519, -6.465, 3.901], [-4.054, -4.145, 4.849], [-4.333, -4.648, 2.145], [-5.649, -4.787, 2.359], [-4.186, -3.293, 1.909], [-3.912, -5.541, 1.154], [-7.652, 3.883, -2.488], [-8.453, 2.820, -2.913], [-8.064, 4.982, -3.166], [-7.751, 4.073, -1.156], [-5.811, 3.527, -2.830], [-5.399, 2.455, -1.874], [-5.818, 3.153, -4.228], [-5.128, 5.128, -2.634], [-4.618, 5.207, -1.154], [-5.415, 4.426, -0.159], [-3.178, 4.967, -1.086], [-4.900, 7.065, -0.678], [-5.996, 7.205, 0.088], [-3.938, 7.485, 0.159], [-4.963, 7.862, -1.780], [8.040, 6.486, 0.221], [9.186, 6.871, 0.894], [8.133, 6.869, -1.039], [7.928, 5.113, 0.294], [6.558, 7.443, 1.048], [6.677, 7.051, 2.437], [6.834, 8.859, 0.757], [5.216, 6.991, 0.142], [4.091, 7.366, 1.113], [3.810, 6.144, 1.900], [4.084, 8.687, 1.753], [2.572, 7.390, -0.076], [2.769, 8.286, -1.107], [2.369, 6.056, -0.523], [1.498, 7.858, 0.513]], "mulliken_charge": [-1.036, 0.006, -0.691, -0.933, -0.381, -0.878, -0.415, 0.480, 0.338, 0.498, 0.271, 0.275, 0.362, 0.428, 0.326, 0.398, 0.498, 0.422, 0.413, 0.377, 0.226, -0.843, 0.071, -1.015, -1.067, -0.510, -0.635, -0.428, 0.309, 0.392, 0.370, 0.522, 0.348, 0.400, 0.521, 0.346, 0.399, 0.327, 0.392, 0.466, 0.380, 0.250, -1.351, -0.265, -0.734, 0.218, -0.927, -0.840, -0.681, -0.534, -0.487, 0.377, 0.343, 0.340, 0.291, 0.352, 0.441, 0.410, 0.326, 0.391, 0.377, 0.543, 0.398, 0.253, 0.453, 0.310, 0.349, 0.384, 0.259, -1.465, -0.155, -1.094, 0.364, -1.113, -0.513, -0.678, -0.600, -0.579, 0.356, 0.387, 0.371, 0.405, 0.253, 0.543, 0.530, 0.347, 0.471, 0.414, 0.338, 0.358, 0.390, 0.304, 0.288, 0.414, 0.338, 0.328, -1.398, -0.272, -0.637, 0.271, -1.022, -0.411, -0.641, -0.625, -0.652, 0.383, 0.374, 0.403, 0.262, 0.321, 0.372, 0.383, 0.321, 0.431, 0.344, 0.178, 0.427, 0.330, 0.336, 0.330, 0.397, 0.359, 0.433, 0.634, -0.226, -0.172, -0.227, 0.977, -0.687, -0.531, -0.464, 1.026, -0.636, -0.582, 0.589, -0.231, -0.237, -0.228, 0.637, -0.223, -0.210, -0.223, 0.836, -0.603, -0.553, -0.166, 0.900, -0.641, -0.626, 0.540, -0.213, -0.234, -0.210, 0.613, -0.231, -0.225, -0.187, 0.888, -0.530, -0.591, -0.472, 0.996, -0.562, -0.622, 0.589, -0.224, -0.214, -0.216, 0.576, -0.213, -0.211, -0.233, 0.878, -0.574, -0.610, -0.187, 0.860, -0.642, -0.580, 0.576, -0.244, -0.202, -0.191]}


[2]
{"formula": "C42H83B2Br28FO5", "method": "ωB97M-V/def2-TZVPD", "lumo_ev": 0.05, "e_homo_ev": -8.99, "charge": 0, "symbols": ["C", "C", "C", "C", "C", "C", "F", "C", "C", "O", "C", "O", "O", "C", "B", "O", "C", "C", "B", "O", "C", "C", "H", "H", "H", "H", "H", "H", "H", "H", "H", "H", "H", "H", "H", "H", "H", "H", "H", "H", "H", "H", "H", "H", "H", "H", "H", "H", "H", "Br", "C", "C", "Br", "H", "H", "H", "H", "Br", "C", "C", "Br", "H", "H", "H", "H", "Br", "C", "C", "Br", "H", "H", "H", "H", "Br", "C", "C", "Br", "H", "H", "H", "H", "Br", "C", "C", "Br", "H", "H", "H", "H", "Br", "C", "C", "Br", "H", "H", "H", "H", "Br", "C", "C", "Br", "H", "H", "H", "H", "Br", "C", "C", "Br", "H", "H", "H", "H", "Br", "C", "C", "Br", "H", "H", "H", "H", "Br", "C", "C", "Br", "H", "H", "H", "H", "Br", "C", "C", "Br", "H", "H", "H", "H", "Br", "C", "C", "Br", "H", "H", "H", "H", "Br", "C", "C", "Br", "H", "H", "H", "H", "Br", "C", "C", "Br", "H", "H", "H", "H"], "coordinates": [[-0.846, 2.836, 2.630], [0.255, 3.446, 1.685], [-0.007, 3.069, 0.195], [1.223, 2.502, -0.565], [1.626, 1.053, -0.165], [0.404, 0.120, -0.209], [0.664, -1.199, 0.156], [-0.349, 0.067, -1.571], [0.130, -1.091, -2.509], [2.004, 1.025, 1.249], [3.225, 1.667, 1.318], [3.654, 2.191, 2.242], [3.802, 1.603, 0.078], [2.986, 0.661, -0.738], [3.447, 0.973, -2.244], [4.822, 0.845, -2.483], [2.541, 1.355, -3.489], [3.140, 0.668, -4.778], [3.678, -0.756, -0.406], [3.095, -1.946, -0.817], [5.078, -0.898, 0.358], [4.913, -1.234, 1.881], [-0.387, 2.304, 3.478], [-1.488, 2.111, 2.098], [-1.511, 3.630, 3.007], [0.137, 4.535, 1.785], [1.243, 3.160, 2.066], [-0.905, 2.436, 0.084], [-0.275, 4.011, -0.327], [0.977, 2.569, -1.638], [2.047, 3.222, -0.414], [-0.342, 0.481, 0.519], [-1.401, -0.159, -1.310], [-0.351, 1.028, -2.101], [-0.223, -0.855, -3.528], [1.226, -1.167, -2.459], [-0.366, -2.011, -2.166], [5.307, 1.599, -2.104], [1.474, 1.127, -3.354], [2.654, 2.444, -3.679], [4.113, 1.147, -4.973], [2.488, 0.852, -5.644], [3.351, -0.397, -4.598], [2.898, -2.485, -0.034], [5.557, -1.785, -0.104], [5.764, -0.060, 0.156], [4.104, -0.688, 2.389], [4.828, -2.322, 2.038], [5.864, -0.956, 2.374], [4.500, -5.388, 1.051], [3.184, -5.900, 2.392], [1.791, -5.521, 1.964], [1.477, -3.613, 2.176], [3.487, -5.434, 3.325], [3.274, -6.981, 2.484], [1.052, -6.005, 2.599], [1.582, -5.760, 0.925], [2.997, 5.665, 4.077], [3.657, 5.399, 2.264], [3.470, 6.635, 1.422], [1.614, 6.836, 0.866], [3.143, 4.528, 1.868], [4.715, 5.170, 2.377], [4.038, 6.555, 0.495], [3.747, 7.552, 1.933], [3.020, -3.524, 5.406], [2.171, -2.236, 6.596], [1.226, -1.333, 5.845], [2.182, 0.032, 4.836], [2.968, -1.697, 7.100], [1.626, -2.836, 7.324], [0.596, -0.781, 6.539], [0.599, -1.868, 5.135], [6.603, 3.138, -0.405], [8.084, 3.874, -1.433], [8.535, 2.921, -2.509], [9.591, 1.464, -1.769], [8.870, 4.120, -0.724], [7.697, 4.792, -1.873], [9.196, 3.424, -3.212], [7.709, 2.469, -3.052], [3.011, 10.062, 2.625], [1.806, 9.429, 4.017], [0.367, 9.695, 3.672], [-0.099, 11.567, 3.946], [2.118, 9.902, 4.944], [1.989, 8.356, 4.081], [-0.288, 9.135, 4.337], [0.123, 9.457, 2.640], [-1.478, -7.288, 1.743], [-2.300, -6.010, 2.963], [-3.231, -5.078, 2.235], [-2.252, -3.712, 1.256], [-1.492, -5.493, 3.474], [-2.851, -6.617, 3.680], [-3.852, -4.529, 2.941], [-3.870, -5.586, 1.517], [-5.216, -4.453, -1.444], [-6.685, -3.287, -0.929], [-6.407, -2.591, 0.376], [-6.657, -3.793, 1.890], [-7.581, -3.900, -0.904], [-6.767, -2.563, -1.738], [-7.117, -1.782, 0.537], [-5.394, -2.201, 0.445], [-1.016, -4.592, -6.425], [-2.338, -5.100, -5.088], [-3.728, -4.717, -5.523], [-4.031, -2.809, -5.307], [-2.040, -4.633, -4.153], [-2.250, -6.182, -4.994], [-4.474, -5.198, -4.890], [-3.933, -4.956, -6.562], [-5.682, -7.648, -3.740], [-7.005, -8.142, -2.401], [-8.396, -7.757, -2.833], [-8.706, -5.846, -2.622], [-6.702, -7.674, -1.468], [-6.921, -9.223, -2.305], [-9.139, -8.235, -2.198], [-8.601, -7.998, -3.872], [-4.617, 3.471, -2.170], [-3.098, 4.675, -2.345], [-2.381, 4.471, -3.654], [-1.282, 2.865, -3.616], [-2.461, 4.507, -1.481], [-3.520, 5.677, -2.293], [-1.686, 5.288, -3.840], [-3.055, 4.374, -4.501], [-0.245, 0.113, 9.485], [-1.536, 1.470, 8.952], [-2.231, 1.091, 7.671], [-1.079, 1.379, 6.129], [-0.996, 2.410, 8.881], [-2.249, 1.524, 9.773], [-3.099, 1.729, 7.503], [-2.541, 0.050, 7.646], [2.772, -6.157, -2.734], [2.296, -6.551, -4.580], [3.330, -6.021, -5.538], [3.168, -4.096, -5.765], [1.306, -6.136, -4.750], [2.246, -7.638, -4.636], [3.178, -6.438, -6.533], [4.350, -6.218, -5.218], [-6.289, 0.252, -7.111], [-5.374, 0.392, -8.823], [-4.241, -0.596, -8.925], [-2.696, -0.010, -7.899], [-5.049, 1.423, -8.926], [-6.137, 0.178, -9.571], [-3.889, -0.668, -9.953], [-4.504, -1.587, -8.564], [-4.266, 4.208, 3.867], [-3.157, 4.290, 5.464], [-2.865, 5.715, 5.858], [-1.504, 6.511, 4.715], [-2.259, 3.710, 5.259], [-3.738, 3.792, 6.239], [-2.448, 5.756, 6.863], [-3.739, 6.359, 5.805]], "mulliken_charge": [-0.905, 0.904, -1.186, -0.930, 2.305, -0.840, -0.401, 0.580, -1.262, -0.227, -0.361, -0.504, -0.177, 0.286, 1.487, -0.686, 0.342, -1.560, 0.425, -0.716, -0.182, -0.530, -0.085, 0.247, 0.116, 0.020, -0.381, 0.748, 0.345, 0.058, 0.460, -0.026, 0.796, -1.287, 0.415, 0.085, 0.333, -0.089, -0.088, 0.364, 0.318, 0.356, 0.332, -0.135, 0.372, 0.127, 0.069, 0.123, 0.325, -0.183, -0.333, -0.464, -0.014, -0.044, 0.453, 0.117, 0.410, -0.151, 0.216, -0.360, -0.124, -0.611, 0.406, 0.398, 0.240, -0.149, -0.689, 0.118, -0.108, 0.379, 0.407, -0.344, 0.360, -0.023, -0.676, -0.510, -0.121, 0.376, 0.360, 0.374, 0.225, -0.167, 0.021, -0.419, -0.154, 0.466, -0.235, 0.105, 0.323, -0.160, -0.538, -0.588, -0.021, 0.296, 0.431, 0.282, 0.322, -0.057, -0.567, -0.508, -0.178, 0.232, 0.365, 0.382, 0.297, -0.162, -0.475, -0.264, -0.090, 0.325, 0.372, -0.100, 0.404, -0.117, -0.556, -0.573, -0.102, 0.338, 0.341, 0.346, 0.373, -0.116, -0.264, -0.645, 0.019, -0.011, 0.382, 0.350, 0.422, -0.156, -0.529, -0.702, 0.046, 0.357, 0.384, 0.285, 0.440, -0.075, -0.277, -0.605, -0.128, 0.029, 0.331, 0.318, 0.396, -0.131, -0.570, -0.548, -0.110, 0.364, 0.337, 0.340, 0.304, -0.122, -0.123, -0.653, -0.085, -0.084, 0.333, 0.374, 0.417]}